Entry 1:
C34H32N5O5PS5SbSeTi | the ωB97M-V functional and the def2-TZVPD basis

```
! RIJCOSX wB97M-V def2-TZVPD def2/J DEFGRID3
* xyz -2 2
Ti -0.30898 0.58633 -0.21746
O 2.51001 3.15035 6.13519
N 1.26487 3.30297 5.98691
O 0.55609 3.78019 6.91127
C 0.64108 2.92540 4.80407
C -0.74124 3.10041 4.71699
C -1.46332 2.72729 3.57176
C -2.85691 2.93527 3.43447
C -3.47988 2.56647 2.27482
C -2.74570 1.95057 1.25401
N -1.44720 1.71769 1.36146
C -0.80801 2.12252 2.48125
C 0.62284 1.95162 2.54198
N 1.18184 1.39741 1.45212
C 2.50015 1.28595 1.38937
C 3.31888 1.69843 2.42670
C 2.76132 2.22287 3.57522
C 1.36789 2.37156 3.67038
H -1.25228 3.54283 5.55730
H -3.40301 3.39992 4.24691
H -4.53771 2.73186 2.12071
H -3.22169 1.65390 0.33594
H 2.89882 0.86482 0.47492
H 4.39174 1.59751 2.33136
H 3.36856 2.53298 4.40816
S 0.36053 0.03717 -6.17949
Sb 1.72468 1.61645 -5.26211
S 1.26012 1.18735 -1.71956
S 0.38576 2.82271 -0.87810
S 3.74020 0.66907 -4.81238
C -0.19773 -3.30636 -1.34087
P 0.00305 -1.56338 -1.88972
C 1.54158 -1.72184 -2.87381
C -1.24945 -1.48815 -3.19598
H -0.11794 -3.94941 -2.22027
H -1.17983 -3.41329 -0.88643
H 0.56443 -3.60550 -0.62064
H 1.51828 -2.65435 -3.44086
H 2.44292 -1.70059 -2.26130
H 1.61607 -0.91015 -3.59776
H -1.08282 -2.29904 -3.90809
H -1.15997 -0.54521 -3.73637
H -2.23629 -1.57766 -2.74147
C -6.56263 -1.86664 -5.03630
C -5.55938 -0.95168 -4.38464
C -5.58840 -0.72274 -3.01102
C -4.67245 0.12592 -2.41024
C -3.71296 0.75209 -3.19085
C -3.65630 0.53042 -4.55752
C -4.58293 -0.31761 -5.14607
S -2.49319 1.79978 -2.43829
O -1.59013 2.18332 -3.48235
O -3.20043 2.83116 -1.72018
O -1.85848 0.82292 -1.46112
H -7.06153 -2.49396 -4.29715
H -6.08332 -2.51815 -5.76864
H -7.33144 -1.29414 -5.56136
H -6.32438 -1.23213 -2.39872
H -4.67691 0.26626 -1.33628
H -2.86117 0.98722 -5.13385
H -4.52682 -0.50831 -6.21229
N 3.03117 -4.42285 4.68456
C 2.54391 -3.68877 3.94765
C 1.92806 -2.78409 3.01198
C 2.39294 -2.70594 1.70485
C 1.75468 -1.84340 0.83203
N 0.70782 -1.09638 1.17839
C 0.29029 -1.16135 2.44387
C 0.86246 -1.98412 3.39630
H 3.23375 -3.29575 1.36952
H 2.10780 -1.73593 -0.18347
H -0.54065 -0.52520 2.71101
H 0.46636 -2.00581 4.40083
Se -2.52543 -1.25272 0.39198
C -2.42566 -2.22512 2.03369
C -2.00896 -3.55858 2.07535
C -1.90009 -4.24329 3.27900
C -2.20603 -3.61036 4.47677
C -2.63546 -2.28759 4.45261
C -2.74966 -1.60874 3.24782
H -1.75678 -4.05633 1.14676
H -1.56552 -5.27468 3.28177
H -2.11303 -4.14002 5.41701
H -2.87786 -1.77893 5.37864
H -3.07521 -0.57390 3.23448
*
```

Computed properties:
expectation value of S²	0.7841
relative energy (zero: lowest compared OMol25 entry of this formula, charge and spin)	21.3	kcal/mol
HOMO level (alpha / beta)	-1.63 / -2.43	eV

---

Entry 2:
C10H20N2O3 | the ωB97M-V functional and the def2-TZVPD basis

```
! RIJCOSX wB97M-V def2-TZVPD def2/J DEFGRID3
* xyz 0 1
C -0.18535 1.48601 0.59397
C 1.12604 1.18373 0.60042
C -1.23851 1.04807 -0.42320
C 0.90604 -1.12428 -0.07538
C 2.26352 1.86405 1.36966
C -1.64449 2.42331 -1.07449
C 0.91038 -1.88733 -1.35345
C -0.76913 -2.10715 1.28228
C 3.87824 -0.17906 -0.61281
C -4.15521 -1.07544 0.15937
N 1.59220 0.08578 -0.07543
N -2.22025 0.31741 0.37570
O 0.54692 -1.60805 1.11169
O 2.62218 0.24444 -1.00823
O -3.24603 -0.16399 -0.44443
H -0.62610 2.18468 1.27311
H -0.81677 0.28012 -1.23301
H 2.69977 1.13407 1.92799
H 1.73182 2.62132 2.04019
H 2.97614 2.34845 0.59042
H -2.55524 2.22045 -1.82716
H -0.86515 2.84595 -1.77074
H -2.07576 3.19939 -0.41707
H 1.88701 -2.00507 -1.68612
H 0.38077 -1.17454 -2.02303
H 0.41443 -2.80582 -1.11922
H -0.88901 -2.96990 0.65269
H -1.63231 -1.28139 1.20982
H -0.77813 -2.42395 2.38365
H 4.15692 0.22531 0.40008
H 4.68315 0.08685 -1.19568
H 4.01273 -1.22350 -0.47138
H -3.67339 -1.99920 0.52055
H -4.83766 -1.27066 -0.64765
H -4.57978 -0.50007 0.96690
*
```

Computed properties:
relative energy (zero: lowest compared OMol25 entry of this formula, charge and spin)	280.5	kcal/mol
HOMO level (alpha / beta)	-5.58 / -4.61	eV

---

Entry 3:
C5H13O2 | the ωB97M-V functional and the def2-TZVPD basis

```
! RIJCOSX wB97M-V def2-TZVPD def2/J DEFGRID3
* xyz -1 1
C 0.43452 0.58859 -1.40091
O 1.73017 0.32248 -1.69809
C 0.25376 1.90486 -0.58628
C -0.53174 2.00771 0.82847
C -0.09472 1.07043 2.03544
C -0.82460 -0.27583 2.37099
H -0.36125 0.60975 -2.43819
H -0.02990 -0.18449 -0.74142
H -0.35631 2.49311 -1.28643
H 1.21562 2.32956 -0.46695
H -1.63266 1.87342 0.57097
H -0.40248 3.05199 1.02576
H 0.24706 1.75712 2.93379
H 0.96660 0.79984 1.66658
H -0.68731 -0.45545 3.46159
H -0.16426 -1.04927 1.94560
H -1.84585 -0.16971 2.06792
H 0.93842 -4.91506 -3.08118
H 0.12940 -5.94830 -3.77772
O 1.01553 -5.81076 -3.42995
*
```

Computed properties:
relative energy (zero: lowest compared OMol25 entry of this formula, charge and spin)	62.5	kcal/mol
HOMO level	-2.25	eV

---

Entry 4:
C28H80O12 | the ωB97M-V functional and the def2-TZVPD basis

```
! RIJCOSX wB97M-V def2-TZVPD def2/J DEFGRID3
* xyz 0 1
C -28.92327 -0.42149 3.96292
C -29.36601 0.83857 3.20706
C -30.03395 1.92770 4.07376
O -28.28391 1.49258 2.52655
H -28.24341 -0.30368 4.80672
H -28.50625 -1.18539 3.30668
H -29.82202 -0.87324 4.38276
H -30.02823 0.61243 2.37134
H -30.86414 1.60078 4.69987
H -30.49897 2.70944 3.47314
H -29.40856 2.45122 4.79687
H -27.60860 1.82607 3.12181
C -25.05226 9.59686 5.84862
C -25.19685 8.08801 5.80194
C -26.58209 7.60864 5.39194
O -24.28589 7.71167 4.76672
H -25.03706 9.98092 4.82863
H -24.15311 9.87576 6.39801
H -25.82238 10.15789 6.37802
H -24.89247 7.58931 6.72213
H -26.53968 6.53589 5.20359
H -26.77636 8.07435 4.42577
H -27.42509 7.75854 6.06645
H -24.77418 7.12595 4.18353
C -25.31982 0.31267 0.90980
C -25.39191 1.86514 0.73707
C -24.55425 2.35553 -0.44736
O -26.69533 2.13267 0.35884
H -25.60241 -0.27475 0.03620
H -25.81641 0.03827 1.84051
H -24.31769 -0.03391 1.16224
H -25.16127 2.38991 1.66417
H -24.68795 1.90017 -1.42862
H -23.49451 2.22995 -0.22531
H -24.72948 3.42164 -0.59157
H -27.24575 1.63497 0.96787
C -32.17510 2.11686 8.18537
C -31.24102 0.99521 8.63549
C -30.82638 0.09054 7.49249
O -30.13962 1.66259 9.15694
H -31.82477 2.57284 7.25939
H -32.35228 2.78654 9.02695
H -33.16269 1.75473 7.89967
H -31.85787 0.43526 9.33838
H -31.64660 -0.45910 7.03072
H -30.08241 -0.64608 7.79580
H -30.33366 0.68243 6.72114
H -29.59926 1.71067 8.36492
C -24.33574 5.10089 9.17411
C -24.80799 4.98954 10.57231
C -24.20937 6.06140 11.43896
O -26.23090 5.08295 10.61478
H -24.67088 6.01355 8.68135
H -24.84671 4.35644 8.56353
H -23.26710 4.90381 9.08892
H -24.56407 3.99303 10.94051
H -24.70142 7.01460 11.24561
H -23.13942 6.19500 11.27948
H -24.34782 5.83415 12.49598
H -26.47181 5.32847 11.51104
C -22.70295 3.19518 3.80037
C -23.03435 2.59288 5.13973
C -23.72517 3.54101 6.06063
O -23.88833 1.55826 4.98912
H -22.08045 4.08455 3.89847
H -23.55860 3.56211 3.23352
H -22.20405 2.47679 3.14988
H -22.12814 2.19225 5.59403
H -23.12381 4.43377 6.23221
H -23.84320 3.04615 7.02462
H -24.71073 3.91697 5.78598
H -23.33093 0.86904 4.62051
C -26.88195 0.64478 9.24396
C -26.36488 1.06347 7.89296
C -25.93044 -0.21864 7.15353
O -27.40367 1.59951 7.10259
H -26.16206 0.14234 9.89001
H -27.74498 -0.01681 9.16928
H -27.06879 1.60748 9.71978
H -25.53940 1.74977 8.08187
H -25.43327 0.05335 6.22243
H -26.72322 -0.96416 7.09184
H -25.20175 -0.78892 7.72965
H -27.63987 2.43225 7.51775
C -28.69876 4.96982 6.47919
C -28.29949 5.11383 7.93401
C -29.50632 5.39150 8.82649
O -27.62784 3.93144 8.26728
H -29.28576 4.05955 6.35704
H -27.83170 4.84509 5.83053
H -29.31401 5.82497 6.19939
H -27.51216 5.86309 8.01676
H -29.15219 5.74529 9.79475
H -30.16836 4.55490 9.04993
H -30.10405 6.19343 8.39321
H -27.15195 4.19159 9.05939
C -24.30223 -4.78185 4.34418
C -25.22706 -3.85069 3.73307
C -24.73926 -2.42986 3.95626
O -25.19787 -4.09953 2.33174
H -24.42061 -4.67937 5.42287
H -23.28621 -4.63044 3.97966
H -24.47906 -5.81647 4.05027
H -26.26834 -3.90565 4.05055
H -25.51704 -1.85041 3.45887
H -23.76167 -2.15525 3.55999
H -24.80834 -2.13508 5.00337
H -24.29206 -4.04270 2.01891
C -25.81473 5.61698 1.91174
O -25.29078 6.92543 2.04168
H -25.39677 4.99365 2.70222
H -26.88238 5.53167 2.11409
H -25.59574 5.21982 0.92057
H -24.88262 7.06522 1.18408
O -26.43842 2.43937 4.59664
H -25.48808 2.38778 4.69879
H -26.78744 2.01851 5.38231
O -22.00679 -0.18333 4.04115
H -21.17174 0.24549 4.22833
H -21.78157 -0.89725 3.44464
*
```

Computed properties:
SMILES	CC(C)O.CC(C)O.CC(C)O.CC(C)O.CC(C)O.CC(C)O.CC(C)O.CC(C)O.CC(C)O.CO.O.O
relative energy (zero: lowest compared OMol25 entry of this formula, charge and spin)	18.7	kcal/mol
HOMO level	-9.25	eV

---

Entry 5:
C25H42N3O4SSi | the ωB97M-V functional and the def2-TZVPD basis

```
! RIJCOSX wB97M-V def2-TZVPD def2/J DEFGRID3
* xyz 0 2
C 1.58318 0.36345 -0.71773
C 0.11442 0.75747 -0.68487
C -0.01391 1.88488 0.36268
C -0.81457 -0.35844 -0.18828
C -1.09143 -1.46651 -1.19604
C -2.35126 -2.27669 -0.77064
C -3.56885 -1.40709 -0.48737
O -3.64487 -1.16171 0.93450
Si -4.58859 0.14916 1.39302
C -3.89637 1.77565 0.74636
C -4.62552 0.23512 3.26174
C -6.33372 -0.14292 0.75772
S 0.23102 -2.75971 -1.29086
C 1.18652 -2.79241 0.20724
O 1.09032 -2.55339 -2.43158
O -0.43473 -4.03790 -1.32378
C -1.34540 -0.92936 -2.60871
C -0.64272 0.36593 -3.06364
C -1.65399 1.07286 -3.98300
C 0.61492 0.12312 -3.93312
N -0.39122 1.31332 -1.95773
O 0.22862 2.37638 -2.32359
H 2.18866 1.25734 -0.78433
H 1.85576 -0.34007 -1.49400
H 1.80965 -0.07206 0.24851
H 0.85001 2.52945 0.35444
H -0.88824 2.47540 0.11742
H -0.17082 1.45934 1.34799
H -0.38995 -0.70960 0.74532
H -1.73791 0.13842 0.06349
H -2.12720 -2.86804 0.10454
H -2.58404 -2.91091 -1.61441
H -4.45391 -1.98011 -0.74800
H -3.53955 -0.45940 -1.01816
H -3.72195 1.77051 -0.32380
H -2.98551 2.01172 1.28563
H -4.62099 2.54835 0.98052
H -3.66467 0.50398 3.67763
H -5.33555 1.00900 3.53606
H -4.97149 -0.70750 3.67021
H -6.69386 -1.10308 1.10435
H -6.36777 -0.09890 -0.32502
H -6.97767 0.62884 1.16751
H 2.09368 -2.21560 0.14162
H 1.44280 -3.83845 0.31151
H 0.58916 -2.53396 1.06628
H -2.40591 -0.80452 -2.76814
H -1.04502 -1.70558 -3.30303
H -1.20932 1.98439 -4.35508
H -2.52764 1.35518 -3.39674
H -1.93779 0.43121 -4.80747
H 0.51580 0.67493 -4.85845
H 0.70296 -0.91372 -4.20856
H 1.51795 0.48516 -3.46411
N 1.80801 -0.82227 2.76363
C 1.92793 -1.84852 3.60519
C 2.08317 -1.70781 4.97450
C 2.11969 -0.42811 5.50317
C 1.99995 0.65159 4.64439
C 1.84575 0.40167 3.29003
H 1.89732 -2.83423 3.15146
H 2.17315 -2.57895 5.60835
H 2.24097 -0.27500 6.56771
H 2.02668 1.66709 5.01398
H 1.75084 1.21844 2.58357
N 5.57154 2.28323 0.43051
C 5.20222 2.86195 -0.71054
C 5.48742 2.34435 -1.96476
C 6.20244 1.16069 -2.03974
C 6.59820 0.54598 -0.86315
C 6.25745 1.14582 0.33955
H 4.64327 3.78553 -0.60530
H 5.15468 2.85567 -2.85748
H 6.44565 0.72315 -2.99943
H 7.15778 -0.37917 -0.87566
H 6.54436 0.69599 1.28400
*
```

Computed properties:
expectation value of S²	0.7539
HOMO level (alpha / beta)	-8.39 / -9.50	eV

---

Entry 6:
C8H5NO5S | the ωB97M-V functional and the def2-TZVPD basis

```
! RIJCOSX wB97M-V def2-TZVPD def2/J DEFGRID3
* xyz -2 1
C 2.03279 -0.49450 1.11923
C 0.95326 -1.30019 0.89602
C -0.54888 1.87144 0.07882
C 2.33270 1.32080 -0.65080
C 4.32493 -0.36634 0.10689
C -1.47228 0.76328 -0.49792
C -0.23181 0.29160 -1.12114
C 2.86903 0.36502 0.32014
N 0.53179 1.31592 -0.60297
O 2.75643 1.78334 0.59516
O 4.61851 -0.64102 -1.05409
O -0.61072 2.86755 0.80903
O 2.56776 1.66696 -1.80972
O 5.05622 -0.54687 1.07993
S 0.15278 -1.46830 -0.68657
H 2.48916 -0.48996 2.08853
H 0.66908 -2.11382 1.64518
H -1.91619 0.09909 0.20621
H -2.34042 1.05833 -1.32644
H -0.35923 0.37708 -2.15837
*
```

Computed properties:
relative energy (zero: lowest compared OMol25 entry of this formula, charge and spin)	23.9	kcal/mol
HOMO level	-0.96	eV

---

Entry 7:
C2H3ClOS | the ωB97M-V functional and the def2-TZVPD basis

```
! RIJCOSX wB97M-V def2-TZVPD def2/J DEFGRID3
* xyz 0 1
O 0.23455 1.51904 0.02209
C 0.60382 0.24006 0.05334
S 2.14650 -0.32528 -0.03978
C -0.49155 -0.77611 0.08898
Cl -2.08404 -0.14996 -0.04680
H -0.72981 1.59174 0.05402
H -0.31157 -1.46704 -0.69196
H -0.42387 -1.30683 1.03940
*
```

Computed properties:
SMILES	OC(=S)CCl
relative energy (zero: lowest compared OMol25 entry of this formula, charge and spin)	4.6	kcal/mol
HOMO level	-9.07	eV

---

Entry 8:
C24H19N6O4STi | the ωB97M-V functional and the def2-TZVPD basis

```
! RIJCOSX wB97M-V def2-TZVPD def2/J DEFGRID3
* xyz -1 3
Ti 0.08977 -0.34690 -1.64315
O -1.53698 -0.06481 -2.46417
C -2.41545 0.97842 -2.43087
C -3.70627 0.82942 -2.92538
C -4.64300 1.82147 -2.80714
C -4.35781 3.06310 -2.25375
C -3.09673 3.24897 -1.79985
C -2.10155 2.21714 -1.75000
C -0.83431 2.47267 -1.22245
N 0.19637 1.69557 -1.51564
N 1.48395 2.14987 -1.36817
C 2.35804 1.18874 -1.65108
O 2.02164 -0.01973 -2.06687
C 3.72626 1.49101 -1.46413
C 4.17702 2.77007 -1.01778
C 5.51047 2.95280 -0.72332
C 6.44392 1.86611 -0.87141
C 6.01580 0.72546 -1.46777
C 4.69925 0.55776 -1.80511
H -3.98037 -0.11865 -3.34455
H -5.68686 1.63845 -3.05078
H -5.18585 3.77348 -2.15130
H -2.80598 4.18738 -1.37480
H -0.68710 3.44995 -0.72111
H 3.48136 3.57945 -0.94405
H 5.85417 3.95807 -0.49794
H 7.47787 2.10510 -0.60070
H 6.66982 -0.10449 -1.67719
H 4.41496 -0.27490 -2.42968
N -3.57220 -1.65525 5.45173
C -2.63826 -1.32923 4.56626
C -2.74597 -0.14636 3.85630
C -1.82782 0.26501 2.92234
C -0.76482 -0.62968 2.62839
C -0.67977 -1.86449 3.27962
C -1.57622 -2.20482 4.27099
S 0.53767 -0.25917 1.48562
O 0.62905 1.15210 1.23712
O 1.74051 -0.95509 1.82442
N -0.17855 -0.98258 0.16550
C 0.00607 -2.32936 -0.14550
N -0.09882 -2.44300 -1.47207
C 0.14043 -3.67893 -2.01492
C 0.39530 -4.73800 -1.16695
C 0.40338 -4.47819 0.21572
N 0.11053 -3.28549 0.75593
H -4.45169 -1.19110 5.43947
H -3.36016 -2.31706 6.17957
H -3.68236 0.45232 3.98897
H -1.92971 1.17945 2.32446
H 0.11368 -2.54717 3.03219
H -1.53329 -3.15658 4.86938
H 0.09420 -3.63401 -3.08983
H 0.74190 -5.71563 -1.48400
H 0.54452 -5.29863 0.91943
*
```

Computed properties:
expectation value of S²	2.0614
relative energy (zero: lowest compared OMol25 entry of this formula, charge and spin)	0.0	kcal/mol
HOMO level (alpha / beta)	-2.15 / -4.34	eV

---

Summary of max |F| in hartree/bohr
0.0050 0.0941 0.0754 0.0581 0.0308 0.0814 0.0349 0.0614
(order as listed above)
Summary of E in Ha
-7788.4684 -727.8745 -348.7003 -2017.6041 -2130.6800 -1136.8909 -1011.6132 -2803.2173
(order as listed above)